No. 1
A 2-piece molecular cluster, C4H13NO2 overall. Source: the OMol25 dataset; level of theory: the ωB97M-V functional and the def2-TZVPD basis.

Structure (XYZ):
```
20
Properties=species:S:1:pos:R:3:lowdin_charge:R:1
H 1.32672 -1.89189 -2.03819 0.07
N 0.83504 0.73924 0.92345 0.04
H -0.79254 0.67838 -0.40582 0.14
H 1.40883 1.77824 -0.93607 -0.03
H 0.93402 -1.72007 0.26893 0.11
H -0.72630 -2.02196 -0.16863 0.11
C 0.43807 -1.31453 -1.79932 -0.09
O -1.61139 0.80139 2.29202 -0.07
C -0.32519 0.00150 0.31637 -0.39
H -0.39018 -1.59754 -2.44257 0.07
C -1.27751 -0.33680 1.48583 -0.23
H -2.18518 -0.79862 1.08519 0.12
H -0.72995 -0.95883 2.18947 0.13
H -2.32432 1.24142 1.83804 0.08
C 0.09639 -1.31136 -0.30518 -0.23
H 0.46080 1.42775 1.55616 0.07
O 1.68357 2.50417 -1.50744 -0.09
H 0.90243 3.07461 -1.37851 0.04
H 1.51189 0.02738 1.16914 0.08
H 0.76480 -0.32253 -2.14287 0.07
```

Results
Multiplicity ... 1
Frontier orbital gap ... 10.1 eV
Relative energy (zero: lowest compared OMol25 entry of this formula, charge and spin) ... 17.6 kcal per mole
Structure (SMILES) ... CC[C@H](N)CO.O
Strongest force on any atom ... 2.90 eV/Å

No. 2
A 5-piece molecular cluster, C18H38NO10PS overall. Source: the OMol25 dataset; level of theory: the ωB97M-V functional and the def2-TZVPD basis.

Structure (XYZ):
```
69
Properties=species:S:1:pos:R:3:lowdin_charge:R:1
H 3.51097 4.83792 3.23491 0.11
C -2.11423 -4.15855 -2.51248 -0.20
C 5.19896 3.64283 2.61104 -0.17
H -4.49342 4.19089 -2.65675 0.11
H 2.76693 5.19105 0.98117 0.11
H 6.15412 3.81341 2.10946 0.11
H -4.83044 2.86011 -3.76836 0.11
C 0.37629 2.38019 0.86805 -0.16
H -2.98156 1.90158 -2.56721 0.12
H -1.52696 -5.05514 -2.71315 0.12
H -6.33067 0.75679 -2.63716 0.12
H -3.44780 -5.34516 -1.29467 0.11
C 4.31811 4.88648 2.50053 -0.17
H -2.20217 -1.85373 -0.35950 0.09
H -2.19014 -3.58002 -3.43858 0.12
O 1.70761 -2.66151 1.56685 -0.23
C -3.75400 -3.21365 -1.09417 -0.16
O 4.82289 -4.33731 1.31665 0.06
H 1.56556 1.67033 -0.82298 0.12
C -0.72355 1.58206 1.56802 -0.15
H 4.36989 -3.30661 -2.19966 0.03
H -4.49458 -3.35900 -0.30965 0.11
H 4.85491 5.82255 2.64686 0.11
O 0.10981 0.30427 -0.24272 -0.16
H -4.23958 -4.63762 -2.70663 0.11
H -4.08975 -2.39440 -1.73295 0.11
H 4.88987 -5.28787 1.38046 0.12
C 3.61462 -3.92022 1.81508 -0.40
O 1.90669 -1.43407 3.60920 -0.21
H 4.42462 5.19359 0.34941 0.12
H -6.53664 1.00524 -0.89325 0.12
C -2.36628 -2.91479 -0.54436 -0.19
P 3.00893 -2.58803 -0.75863 0.87
H -6.98752 3.08553 -2.62735 0.11
S 2.63144 -1.69247 2.41831 0.56
H -1.44278 -0.38652 0.93130 0.10
C -5.98552 1.33660 -1.77396 -0.21
H -1.85142 0.93404 -0.17895 0.10
C 1.10070 1.29927 0.08959 -0.19
C -1.08516 0.55159 0.50392 -0.20
O -4.59454 1.07996 -1.57778 -0.15
H 1.86107 0.82603 0.69986 0.08
C -3.49124 -4.46186 -1.93584 -0.17
C 3.75603 4.74303 1.09151 -0.21
H -0.31464 1.08092 2.44845 0.11
H -1.57582 2.18327 1.88271 0.11
H 1.87889 -4.41920 0.60813 0.14
H -0.06473 3.11037 0.18379 0.11
N 1.48672 -2.46238 -1.51909 -0.13
H -6.18169 3.37324 -1.08207 0.11
C -4.78425 3.14347 -2.71485 -0.17
C 4.37666 2.61510 1.84564 -0.20
H 1.05752 -1.62914 -1.10506 0.01
C 2.54563 -3.57615 0.78372 -0.34
H 4.98549 1.84539 1.37317 0.12
H 5.40246 3.33877 3.63636 0.11
O 3.66505 3.34247 0.83324 -0.16
H 3.64427 2.12342 2.49388 0.11
C -3.82981 2.22466 -1.96332 -0.22
H -2.17992 -3.46332 0.38611 0.12
O 3.11323 -0.59390 1.66413 -0.26
H -3.44659 2.70695 -1.05673 0.11
C -6.11384 2.83325 -2.02880 -0.17
H 0.87561 -3.22546 -1.22841 0.02
O 3.83022 -2.72078 2.61363 -0.13
H 1.03684 2.90866 1.55229 0.10
H 3.16569 -4.62691 2.51928 0.17
O -1.43709 -3.36449 -1.53522 -0.16
O 3.74771 -3.76197 -1.63545 -0.29
```

Results
Multiplicity ... 1
Frontier orbital gap ... 9.1 eV
Structure (SMILES) ... NP(O)[C@@H]1OS(=O)(=O)O[C@@H]1O.C1CCOC1.C1CCOC1.C1CCOC1.C1CCOC1
Strongest force on any atom ... 1.43 eV/Å

No. 3
C3H4S2 as an isolated structure. Source: the OMol25 dataset; level of theory: the ωB97M-V functional and the def2-TZVPD basis.

Structure (XYZ):
```
9
Properties=species:S:1:pos:R:3:lowdin_charge:R:1
S -1.69304 0.14501 -0.39969 0.68
C 2.01923 0.46978 -1.10436 0.01
H 2.66239 1.02004 -1.72742 0.05
H 2.32943 -0.50925 -0.59760 0.08
C -0.18153 0.28254 -0.02656 -1.22
S 0.25667 -0.92691 1.26363 0.70
H 1.54068 -0.53505 1.20509 -0.15
H 0.31430 1.99264 -1.03388 0.13
C 0.85150 1.00467 -0.81397 -0.27
```

Results
Multiplicity ... 1
Frontier orbital gap ... 8.2 eV
Relative energy (zero: lowest compared OMol25 entry of this formula, charge and spin) ... 29.4 kcal per mole
Strongest force on any atom ... 3.43 eV/Å

No. 4
One molecule with the formula C5H7Cl. Source: the OMol25 dataset; level of theory: the ωB97M-V functional and the def2-TZVPD basis.

Structure (XYZ):
```
13
Properties=species:S:1:pos:R:3:lowdin_charge:R:1
C 0.41333 0.77238 -0.57670 -0.17
H -1.50704 -1.27422 -1.03080 0.04
H 0.33147 0.67816 -1.61894 0.09
C -1.16419 -1.33994 -0.05351 -0.10
C -0.89125 0.16142 0.33396 -0.15
H 1.75770 2.43258 0.84757 0.08
H -0.90531 0.19314 1.38461 0.08
H -0.48519 -2.18664 0.04104 0.08
H -1.67891 0.68315 -0.04434 0.05
C 1.75939 0.42342 -0.09754 -0.75
Cl 2.98824 -0.70153 0.06343 0.69
H -2.02612 -1.49089 0.52092 0.04
C 1.40788 1.64897 0.23028 0.02
```

Results
Multiplicity ... 1
Frontier orbital gap ... 9.7 eV
Relative energy (zero: lowest compared OMol25 entry of this formula, charge and spin) ... 82.5 kcal per mole
Structure (SMILES) ... CC[C@H]1C=C1Cl
Strongest force on any atom ... 5.80 eV/Å

No. 5
C12H13ClO2Sr as an isolated structure. Source: the OMol25 dataset; level of theory: the ωB97M-V functional and the def2-TZVPD basis.

Structure (XYZ):
```
29
Properties=species:S:1:pos:R:3:lowdin_charge:R:1
Cl -0.11445 -3.56055 1.34505 -0.47
H 1.32039 1.56403 -3.00098 0.05
C 2.92079 -0.07869 -0.49111 -0.23
H 2.68675 -2.22449 -1.16455 0.05
C 1.89213 0.85838 -2.36084 -0.24
C -2.03344 0.76744 -1.45589 -0.18
H -3.29226 0.54288 0.37596 0.06
C 2.46413 1.15387 -1.08124 -0.23
H -0.97930 1.27663 4.91837 0.07
H 0.79350 1.26181 4.93860 0.07
C 1.94957 -0.56956 -2.54311 -0.24
H 2.48262 2.13382 -0.57281 0.05
C 0.02272 0.85834 3.05221 -0.74
Sr -0.84618 -1.13095 1.31941 1.24
H 1.47442 -1.15557 -3.33947 0.05
H -0.98923 0.00470 -3.26409 0.07
C -2.66380 -1.31798 -0.70183 -0.35
C -1.53383 -0.19700 -2.35499 -0.18
H 3.31331 -0.20961 0.50737 0.04
H -1.59161 -2.41834 -2.32791 0.07
H -3.05409 -2.11584 -0.09085 0.05
C -0.08731 1.55033 4.36688 -0.04
O 0.89633 -0.06973 2.82945 -0.18
C -2.76853 0.09430 -0.45400 -0.30
C 2.64242 -1.15562 -1.42022 -0.22
H -0.11087 2.64046 4.26689 0.08
H -2.02568 1.84509 -1.62344 0.07
C -1.86704 -1.48453 -1.87214 -0.19
O -0.90144 1.13638 2.19927 -0.22
```

Results
Multiplicity ... 1
Frontier orbital gap ... 4.3 eV
Relative energy (zero: lowest compared OMol25 entry of this formula, charge and spin) ... 22.1 kcal per mole
Strongest force on any atom ... 2.78 eV/Å
Total charge ... -2